[1]
Entry from OMol25: the molecule C9H15N5O2S (ωB97M-V/def2-TZVPD).

```
32
Properties=species:S:1:pos:R:3:forces:R:3
N -1.833457 -2.543583 0.082040 -7.60 2.74 -3.41
C -2.326912 -1.332442 -0.010028 -3.64 3.22 0.24
N -1.721373 -0.078534 0.191109 -4.26 -4.87 -0.57
C -2.811210 0.720215 -0.018624 -3.35 -1.27 -2.48
S -2.665913 2.487134 0.024353 -0.29 -0.67 0.32
C -1.074004 2.591441 0.889921 -0.88 2.46 3.73
C 0.059375 2.681127 -0.082130 -6.28 -9.97 2.26
O 0.882411 3.382861 -0.236282 9.71 14.29 -1.02
N 0.346539 1.508526 -0.593886 -2.35 -8.88 -2.50
C 1.440207 1.136171 -1.612512 2.63 1.15 14.49
C 2.298669 -0.031826 -0.850585 3.69 8.69 -4.01
C 1.676252 -1.190320 -0.754118 -8.13 -5.78 3.16
C 1.386688 -1.356079 0.741494 -0.55 0.54 5.77
C 2.679223 -0.479105 1.328844 0.79 -10.12 -11.89
O 2.956989 0.448419 0.308752 -0.92 -0.48 -0.58
N -3.995857 0.050218 -0.476186 1.49 7.08 1.99
N -3.827676 -1.195212 -0.280168 6.33 -2.79 0.75
H -2.470646 -3.229922 0.093665 -2.02 -3.24 0.09
H -1.023878 -2.604433 0.337556 11.31 -1.58 3.74
H -0.917165 1.678863 1.663637 -0.40 2.30 -1.90
H -1.101089 3.705626 1.552953 0.02 -3.43 -1.92
H -0.281460 0.623406 -0.341830 1.59 2.86 -0.84
H 1.040567 0.850459 -2.365466 -4.31 -3.21 -9.82
H 2.074109 1.909447 -1.478823 2.04 2.84 -1.18
H 3.081735 -0.167629 -1.531652 1.58 0.02 -1.52
H 2.134727 -2.094200 -0.927822 1.47 -1.75 -1.39
H 0.649625 -1.146426 -1.235616 1.20 -0.54 -0.01
H 0.422240 -0.720376 1.312082 2.42 -2.18 -2.24
H 1.425739 -2.552005 1.222960 -0.24 3.56 -1.57
H 3.492861 -1.217403 1.455795 0.04 0.42 0.01
H 2.590627 0.049155 2.010215 -2.21 7.92 12.36
H -4.587944 -1.883562 -0.419647 1.14 0.67 -0.05
```
Forces are in eV/Å.

HOMO energy = -7.55 eV
LUMO = 0.304 eV
SMILES = Nc1nc(SCC(=O)NC[C@@H]2CCCO2)n[nH]1
Gap between HOMO and LUMO = 7.85 eV
Energy above the lowest of the compared OMol25 structures with the same formula, charge and spin = 147.3 kcal/mol


[2]
Entry from OMol25: a cluster of 3 separate species, C4H12N2O in total (ωB97M-V/def2-TZVPD).

```
19
Properties=species:S:1:pos:R:3:forces:R:3
C 0.926794 -0.801643 -0.838292 -0.25 0.02 0.29
C 0.379051 -0.543136 0.561664 -0.61 1.32 -0.42
C -0.999281 -1.042947 0.817451 1.35 -1.16 0.90
C -1.611758 -0.635794 2.024935 -0.69 1.09 -0.94
N -1.576129 -1.838353 -0.028512 -0.77 0.33 -0.34
N 2.244591 -0.289876 -1.032456 0.52 0.73 0.14
H 0.259151 -0.211549 -1.469850 0.09 -0.25 -0.37
H 0.834258 -1.839708 -1.174344 0.01 -0.21 0.27
H 1.085620 -0.627607 1.387769 -0.07 -0.58 0.11
H 0.193161 0.548046 0.540190 0.42 -0.02 -0.02
H -2.627376 -0.939198 2.249338 0.03 -0.18 0.17
H -1.231286 0.258701 2.510609 0.22 -0.41 0.45
H -2.543164 -2.023386 0.262464 0.22 -0.30 0.06
H -1.693518 2.204047 -1.245216 0.03 0.11 -0.11
H 2.921871 -0.545112 -0.316081 -0.32 -0.54 0.08
H -1.385634 2.722888 -1.682648 -0.08 -0.12 0.09
H 2.131314 0.761503 -0.853249 -0.12 0.32 -0.69
H 1.405446 2.758783 -1.196426 0.19 -0.14 -0.11
O 1.286891 2.084343 -0.517346 -0.16 -0.01 0.44
```
Forces are in eV/Å.

HOMO energy = -7.61 eV
LUMO = -4.456 eV
Gap between HOMO and LUMO = 3.15 eV
Energy above the lowest of the compared OMol25 structures with the same formula, charge and spin = 207.1 kcal/mol


[3]
Entry from OMol25: a structure of composition C2F3MgNO4RuS2 (ωB97M-V/def2-TZVPD).

```
14
Properties=species:S:1:pos:R:3:forces:R:3
O -2.991168 -1.198651 0.998911 0.73 0.40 -1.17
C -2.962625 -0.065951 0.543018 -0.06 -1.93 1.97
O -3.529715 0.524275 -0.382269 -0.19 1.47 -1.07
Ru -1.788486 1.954768 -0.086158 -1.56 1.31 0.04
Mg -1.393028 -1.562082 -0.732495 0.20 -0.43 1.10
N 0.026809 1.170550 -0.270804 -0.58 -0.32 -2.77
S -0.585885 0.583313 -1.856384 0.40 0.63 0.66
S 0.795020 0.092423 0.584090 2.98 -2.73 4.86
O 0.223010 -1.295897 0.419969 -0.66 1.61 -0.64
O 1.020756 0.545415 1.945931 -1.07 -0.41 -2.61
C 2.496124 -0.145910 -0.164415 1.73 0.12 -0.20
F 2.403940 -0.779270 -1.319520 -0.52 -0.02 -0.16
F 3.052034 1.036749 -0.346965 -0.48 -0.02 0.09
F 3.233213 -0.859727 0.667097 -0.94 0.32 -0.10
```
Forces are in eV/Å.

Expectation value of S² = 12.02
HOMO energy (spin up / spin down) = -17.31 / -19.52 eV
Total charge = +2
Spin multiplicity = 7
LUMO (spin up / spin down) = -9.753 / -12.843 eV
Gap between HOMO and LUMO (spin up / spin down) = 7.55 / 6.68 eV


[4]
Entry from OMol25: a cluster of 2 separate species, C2H6N3O2 in total (ωB97M-V/def2-TZVPD).

```
13
Properties=species:S:1:pos:R:3:forces:R:3
C -0.661063 1.571835 -0.294244 2.30 -0.59 -0.02
C 1.447868 -1.468794 -0.083874 -2.87 -0.73 -0.23
N -2.268662 -0.820704 -0.151897 -0.79 0.53 0.70
N -0.210722 0.142914 -0.232713 -2.35 1.96 -2.50
N 0.734548 -0.286928 0.467267 2.24 -0.98 0.38
O 1.397744 0.219501 1.467897 -0.65 0.77 0.38
O -3.086117 -0.171579 0.460098 0.80 -0.51 -0.54
H 0.191332 2.302570 -0.483201 -0.44 -1.00 0.26
H -1.293758 1.666362 -1.187471 -0.22 -0.25 0.69
H -1.087990 1.919154 0.632940 -0.73 0.08 0.26
H 2.432424 -1.154375 -0.039518 2.26 0.08 0.32
H 1.217795 -2.336176 0.640320 0.54 0.98 -1.56
H 1.186604 -1.583781 -1.195605 -0.07 -0.34 1.87
```
Forces are in eV/Å.

HOMO energy (spin up / spin down) = -0.61 / -2.40 eV
Total charge = -1
LUMO (spin up / spin down) = 4.379 / 4.317 eV
Gap between HOMO and LUMO (spin up / spin down) = 4.99 / 6.72 eV
Energy above the lowest of the compared OMol25 structures with the same formula, charge and spin = 197.0 kcal/mol


[5]
Entry from OMol25: the molecule C4H7NO2S (ωB97M-V/def2-TZVPD).

```
15
Properties=species:S:1:pos:R:3:forces:R:3
C -1.035021 -2.241609 1.615883 -0.46 1.06 1.83
C -1.564240 -0.635622 -0.100486 -0.07 2.36 -0.88
C -0.664712 0.567337 -0.307727 0.84 0.87 -0.78
C 2.038358 1.487429 -0.410653 -2.01 -0.09 -0.38
N -1.185445 -1.177881 1.094023 -0.27 -0.80 2.13
O -0.918290 -3.016019 2.473903 0.41 -1.53 -0.16
O 1.367861 -0.974700 -1.184570 0.52 -1.01 -1.59
S 1.148602 -0.064331 -0.077202 -1.55 1.52 1.68
H -1.416151 -1.432899 -0.749328 -0.10 -0.69 -2.42
H -2.569602 -0.177663 -0.157693 0.00 -0.89 0.33
H -0.952094 1.077328 -1.293567 1.07 -0.60 1.20
H -0.844879 1.263430 0.538273 0.14 -0.26 -0.49
H 1.480543 1.859207 -1.264669 0.65 0.52 -0.29
H 2.068523 2.193607 0.395840 -0.68 0.24 0.66
H 3.046547 1.272386 -0.572026 1.50 -0.71 -0.83
```
Forces are in eV/Å.

HOMO energy = -8.92 eV
LUMO = 0.580 eV
Gap between HOMO and LUMO = 9.50 eV
Energy above the lowest of the compared OMol25 structures with the same formula, charge and spin = 67.9 kcal/mol


[6]
Entry from OMol25: the molecule C18H21NO3 (ωB97M-V/def2-TZVPD).

```
43
Properties=species:S:1:pos:R:3:forces:R:3
C -4.582492 0.804660 -2.739320 0.08 0.21 0.00
C -3.297542 1.483130 -2.260751 -0.16 -0.18 -0.03
C -2.388230 0.484353 -1.603125 0.00 0.20 0.04
C -2.446963 0.257158 -0.236078 0.01 0.06 -0.20
C -1.643835 -0.692225 0.373699 0.21 -0.27 0.18
C -0.764180 -1.442197 -0.394733 -0.12 0.09 -0.19
O 0.058783 -2.422234 0.102109 0.11 0.10 -0.16
C -0.245822 -2.953143 1.370245 -0.21 -0.25 0.29
C 0.342812 -2.174029 2.550684 -0.06 -0.03 -0.51
O -0.160437 -2.198549 3.653993 -0.23 -0.16 0.27
N 1.484154 -1.526798 2.252169 0.35 0.14 -0.29
C 2.318423 -0.924729 3.263028 0.11 0.45 0.11
C 2.551875 0.576576 3.055262 -0.21 -0.38 0.40
O 3.331521 0.829409 1.907440 0.10 -0.04 -0.25
C 2.747404 1.100236 0.701800 0.10 0.11 -0.28
C 3.642489 1.245573 -0.360162 0.00 -0.08 0.22
C 3.186323 1.557121 -1.623483 0.00 -0.01 0.02
C 1.831338 1.742239 -1.849718 -0.11 0.06 -0.10
C 0.943559 1.599222 -0.801254 0.08 0.06 -0.11
C 1.387859 1.264975 0.467337 0.02 -0.01 0.38
C -0.684097 -1.212342 -1.765845 0.06 -0.17 0.19
C -1.489872 -0.262986 -2.357567 -0.03 -0.04 0.14
H -4.350713 0.017849 -3.453566 -0.02 -0.09 -0.06
H -5.109360 0.358466 -1.898912 -0.07 -0.07 0.05
H -5.239688 1.526927 -3.218104 -0.12 0.02 -0.07
H -2.791406 1.936953 -3.115466 0.02 0.08 0.05
H -3.551401 2.275942 -1.554094 0.07 0.05 -0.04
H -3.129309 0.834638 0.371440 -0.07 0.07 0.07
H -1.706907 -0.832798 1.442328 -0.01 -0.04 0.12
H -1.325025 -3.071267 1.516641 0.15 0.08 0.02
H 0.212592 -3.949123 1.391089 -0.10 0.14 0.03
H 1.818824 -1.553424 1.299358 -0.13 -0.06 0.04
H 3.292024 -1.427116 3.274339 -0.08 0.05 0.08
H 1.815358 -1.084583 4.219861 0.13 0.02 -0.06
H 1.603090 1.118451 3.033688 0.08 -0.01 0.01
H 3.145163 0.949184 3.896215 -0.12 -0.02 -0.08
H 4.694430 1.112866 -0.161147 0.13 -0.01 0.02
H 3.891957 1.662170 -2.434162 0.07 0.01 -0.06
H 1.471210 1.995662 -2.834765 -0.04 0.02 -0.11
H -0.113257 1.743707 -0.961840 -0.10 -0.03 0.00
H 0.656933 1.141747 1.251283 -0.01 -0.02 0.07
H 0.013752 -1.794068 -2.346979 0.10 -0.07 -0.07
H -1.421341 -0.097604 -3.422935 0.02 0.03 -0.14
```
Forces are in eV/Å.

HOMO energy = -8.47 eV
LUMO = 0.807 eV
SMILES = CCc1ccc(OCC(=O)NCCOc2ccccc2)cc1
Gap between HOMO and LUMO = 9.28 eV
Energy above the lowest of the compared OMol25 structures with the same formula, charge and spin = 10.6 kcal/mol


[7]
Entry from OMol25: a cluster of 4 separate species, C25H52BrClFN5O6 in total (ωB97M-V/def2-TZVPD).

```
91
Properties=species:S:1:pos:R:3:forces:R:3
C 3.473389 -3.802398 -3.451045 0.09 -0.04 0.09
C 3.217792 -5.223649 -2.965667 0.03 0.05 -0.04
Br 4.653947 -5.751130 -1.730704 -0.07 0.01 -0.10
C 1.889984 -5.372797 -2.220355 -0.02 0.09 0.10
C 0.634459 -5.497782 -3.137967 0.02 -0.13 -0.01
C 0.934295 -5.309892 -4.568654 -0.16 -0.09 0.51
N 1.183355 -5.167729 -5.675958 0.06 0.02 -0.36
C -0.486955 -4.513358 -2.747655 0.11 -0.18 -0.03
F -0.054958 -3.245691 -2.951766 0.18 0.35 -0.08
Cl -0.907590 -4.678432 -1.035757 -0.04 -0.12 0.10
C -1.702413 -4.729163 -3.547385 0.17 0.11 0.12
N -2.639625 -4.895261 -4.180647 -0.27 -0.09 -0.17
H 3.716686 -3.154110 -2.603189 -0.10 -0.07 -0.10
H 4.309407 -3.774179 -4.153402 -0.12 0.00 0.08
H 2.583391 -3.406579 -3.948195 0.12 -0.03 -0.01
H 3.310507 -5.942340 -3.780081 -0.10 0.06 0.08
H 1.773041 -4.498772 -1.571196 0.01 -0.11 -0.07
H 1.919532 -6.246231 -1.567638 -0.03 0.08 -0.12
H 0.197977 -6.497428 -3.033239 0.12 0.09 -0.04
C -4.564799 -0.720087 -2.618921 -0.03 -0.04 0.02
O -3.431899 -0.489235 -1.807061 0.00 0.09 -0.07
C -2.215018 -0.983630 -2.351038 0.01 -0.11 0.04
C -1.254007 0.149193 -2.632338 -0.03 0.07 -0.01
N -1.746393 0.984201 -3.715460 -0.05 0.02 0.09
C -0.942707 2.168144 -3.990390 -0.01 -0.04 -0.07
C -0.851872 3.227037 -2.897706 0.06 0.01 0.02
O -2.086220 3.853563 -2.613540 -0.02 0.00 0.03
C -2.850783 3.258971 -1.578794 -0.04 0.02 -0.09
H -5.429119 -0.335508 -2.080166 0.00 0.00 0.00
H -4.490866 -0.208582 -3.584648 0.02 -0.01 0.00
H -4.712037 -1.789291 -2.804394 -0.01 0.00 0.00
H -2.408851 -1.547939 -3.269161 0.01 0.03 -0.01
H -1.768747 -1.661853 -1.617719 -0.02 0.00 0.01
H -0.287880 -0.274077 -2.926121 0.01 0.01 0.00
H -1.102250 0.699918 -1.692481 0.03 -0.03 0.01
H -2.694919 1.269679 -3.503247 0.00 0.01 -0.03
H -1.349486 2.645520 -4.884920 0.01 0.00 0.00
H 0.073754 1.842479 -4.237734 0.00 0.00 0.00
H -0.178353 4.012632 -3.251241 -0.01 0.01 0.01
H -0.419754 2.821272 -1.974048 0.00 -0.03 -0.02
H -2.204127 2.843277 -0.799366 0.00 0.00 0.03
H -3.496750 2.458710 -1.954634 0.04 -0.06 0.05
H -3.482260 4.026514 -1.136929 0.03 0.02 -0.01
C 8.070967 -3.563333 -0.342415 -0.02 0.02 -0.06
O 7.168040 -2.827070 0.457193 0.08 -0.03 0.09
C 6.099357 -3.599793 0.989381 -0.07 0.01 -0.05
C 6.151984 -3.607351 2.500142 0.08 0.02 0.03
N 7.325370 -4.327422 2.968649 0.02 0.10 -0.03
C 7.532111 -4.290813 4.410040 0.00 -0.08 -0.03
C 7.810291 -2.934840 5.046970 -0.04 0.02 0.05
O 9.030224 -2.354278 4.626514 0.02 0.00 -0.03
C 8.943911 -1.488258 3.512401 0.05 0.00 0.01
H 8.812820 -2.860904 -0.718382 0.00 0.00 0.01
H 8.580515 -4.347432 0.228494 -0.03 -0.01 0.01
H 7.561809 -4.028129 -1.193077 0.00 0.00 -0.01
H 6.141516 -4.621302 0.602248 0.02 -0.01 0.07
H 5.156457 -3.153944 0.658872 0.00 0.00 -0.02
H 5.256114 -4.106699 2.882641 0.00 0.00 0.01
H 6.119071 -2.562410 2.841650 -0.05 0.00 0.00
H 8.145007 -3.953532 2.505020 0.00 -0.03 0.01
H 8.372788 -4.948463 4.643050 -0.01 0.00 0.00
H 6.648392 -4.719925 4.894862 0.00 0.00 0.00
H 7.894229 -3.083407 6.126762 0.01 0.02 0.00
H 6.987149 -2.229349 4.879187 -0.01 -0.03 -0.02
H 7.998247 -0.937657 3.507974 0.00 0.02 0.00
H 9.038051 -2.019217 2.560522 -0.06 0.01 -0.01
H 9.763637 -0.774259 3.588333 0.00 -0.01 0.01
C -6.696686 8.702404 3.499591 0.00 0.03 0.05
O -6.411778 7.433628 4.050054 0.03 -0.04 -0.11
C -7.554629 6.609006 4.241505 -0.06 0.04 0.05
C -7.433337 5.345544 3.420238 0.06 0.00 -0.06
N -7.477647 5.652188 1.999573 0.10 0.01 0.04
C -7.249385 4.514417 1.119359 -0.07 0.04 -0.01
C -5.884474 3.839781 1.177558 0.01 -0.08 -0.02
O -4.822535 4.668804 0.741615 -0.05 0.05 0.05
C -4.205306 5.457101 1.741209 0.06 0.00 -0.07
H -5.754609 9.244114 3.437252 0.00 0.00 0.00
H -7.132193 8.627761 2.497103 -0.02 -0.02 0.01
H -7.385907 9.267767 4.135419 0.00 0.01 0.00
H -8.462753 7.152268 3.963171 -0.01 -0.04 -0.02
H -7.619283 6.349506 5.302036 0.00 0.03 0.01
H -8.269250 4.682762 3.664553 0.00 -0.01 -0.01
H -6.508137 4.835837 3.726246 -0.02 -0.02 0.03
H -6.794057 6.372430 1.798847 -0.03 0.00 -0.01
H -7.413610 4.848460 0.092222 0.00 0.00 0.00
H -8.011342 3.756996 1.333209 0.00 0.00 0.00
H -5.905632 2.985888 0.494477 0.02 0.00 0.01
H -5.660985 3.447878 2.177167 -0.03 0.03 0.02
H -4.223731 4.954902 2.712684 0.01 0.00 0.01
H -4.674408 6.439221 1.847095 -0.03 -0.02 0.05
H -3.167239 5.607126 1.443309 -0.01 -0.01 0.00
```
Forces are in eV/Å.

HOMO energy = -8.56 eV
LUMO = 0.152 eV
SMILES = C[C@@H](Br)C[C@H](C#N)[C@](F)(Cl)C#N.COCCNCCOC.COCCNCCOC.COCCNCCOC
Gap between HOMO and LUMO = 8.71 eV


[8]
Entry from OMol25: a cluster of 3 separate species, C5H15NO2 in total (ωB97M-V/def2-TZVPD).

```
23
Properties=species:S:1:pos:R:3:forces:R:3
C 1.852687 -0.632641 -1.844875 0.93 -0.09 -0.49
C 0.771219 0.046721 -1.055990 -0.12 0.50 1.78
C 0.797437 0.228180 0.294854 0.14 -0.27 -1.57
C 1.982272 -0.197911 1.144585 0.91 -0.71 -0.25
N -0.349710 0.832262 0.965814 0.92 0.91 0.55
C -1.032831 -0.136403 1.839297 -3.51 0.34 -1.47
H 2.340453 0.094442 -2.570516 -0.56 -0.79 0.82
H 2.675875 -1.020635 -1.158762 -1.14 0.31 -1.06
H 1.428609 -1.463802 -2.485150 0.53 0.78 0.81
H -0.089453 0.476958 -1.570654 0.15 -0.25 -0.08
H 2.079992 -1.322440 1.169661 0.03 1.07 -0.15
H 1.848170 0.087369 2.186151 0.00 0.21 0.03
H 2.976249 0.234740 0.782036 -1.39 -0.57 0.43
H 0.025728 1.632234 1.545527 -0.66 -1.21 -0.67
H -0.429523 -0.596351 2.530756 1.73 -1.05 1.75
H -1.910136 0.322823 2.409663 1.28 -0.20 -0.84
H -1.528677 -0.963042 1.229389 0.78 1.17 0.45
O -2.517392 1.468719 -0.730807 -0.38 3.04 0.18
H -2.847416 2.447237 -0.818216 0.99 -2.93 0.24
H -1.717361 1.502394 -0.127272 -0.62 -0.20 -0.46
O -2.304484 -1.344556 -1.293815 -3.95 -0.51 -0.49
H -1.416262 -1.257527 -1.185008 4.04 0.30 0.47
H -2.635447 -0.438770 -1.256666 -0.11 0.16 0.03
```
Forces are in eV/Å.

HOMO energy = -9.25 eV
LUMO = 0.721 eV
SMILES = C/C=C(\C)NC.O.O
Gap between HOMO and LUMO = 9.97 eV
Energy above the lowest of the compared OMol25 structures with the same formula, charge and spin = 37.5 kcal/mol


no.,largest force on an atom (eV/A),energy (eV)
1,17.31,-31946.3345
2,1.99,-9362.2147
3,6.32,-49579.3988
4,3.95,-10730.7066
5,2.74,-20679.7915
6,0.59,-26639.6156
7,0.55,-131781.1713
8,4.07,-11012.3219